No. 1
A structure of composition C17H18ClMoNO4S. Source: OMol25; level of theory: ωB97M-V/def2-TZVPD.

The total charge is +2. The energy above the lowest of the compared OMol25 structures with the same formula, charge and spin comes out at 0.0766 eV. Its orbital gap is 6.463 eV. The value obtained for the highest occupied orbital energy is -15.67 eV.

XYZ file:
```
43
C17H18ClMoNO4S | OMol25 | ωB97M-V/def2-TZVPD
Mo 1.89010 -0.49715 -0.36621
C -4.78607 1.71465 3.49432
C -3.67606 1.53147 2.50975
C -2.77467 0.46501 2.64290
C -1.76321 0.27258 1.73010
C -1.65375 1.16583 0.66216
C -2.53384 2.23564 0.49556
C -3.53748 2.40438 1.42652
S -0.39361 0.99999 -0.48247
O -0.12110 -0.49698 -0.72307
O -0.58907 1.78580 -1.64723
N 1.10025 1.23599 0.17699
C 1.84744 2.44796 -0.03194
C 2.93184 2.11493 -1.08522
O 3.62227 2.88222 -1.63917
O 2.99965 0.74121 -1.27496
H -4.55376 1.25011 4.45014
H -5.69620 1.24867 3.10855
H -5.00398 2.76929 3.65311
H -2.88163 -0.21951 3.47402
H -1.08757 -0.56716 1.82764
H -2.43347 2.90716 -0.34635
H -4.23045 3.22750 1.31189
H 2.36205 2.75500 0.87972
H 1.24089 3.27647 -0.39642
C 3.46455 -1.90956 -1.10285
C 2.27915 -2.22525 -1.82530
C 1.90462 -1.46116 -2.97360
C 0.67992 -1.67009 -3.57859
C -0.20627 -2.60461 -3.04752
C 0.11362 -3.33617 -1.90145
C 1.32905 -3.14373 -1.28026
H 4.25126 -1.34590 -1.58584
H 3.77296 -2.59407 -0.31993
H 2.61326 -0.74733 -3.37581
H 0.41572 -1.11592 -4.46916
H -1.15745 -2.77237 -3.53630
H -0.58654 -4.06309 -1.51265
H 1.60914 -3.74366 -0.42206
Cl 3.53730 -0.33431 1.54208
C 2.05500 -1.30107 1.55899
H 1.36466 -0.92480 2.30787
H 2.28147 -2.35798 1.67201
```


No. 2
A structure of composition C17H18CuF6N5O2PS. Source: OMol25; level of theory: ωB97M-V/def2-TZVPD.

Its multiplicity is 2. The total charge is 0. The energy above the lowest of the compared OMol25 structures with the same formula, charge and spin comes out at 0.0912 eV. The expectation value of S² is 0.7528. Its orbital gap (alpha / beta) is 7.555 / 7.566 eV. The value obtained for the highest occupied orbital energy (alpha / beta) is -8.62 / -8.62 eV.

XYZ file:
```
51
C17H18CuF6N5O2PS | OMol25 | ωB97M-V/def2-TZVPD
Cu 0.76064 1.47597 -0.85204
O 3.93196 -0.08909 3.13170
C 3.13416 0.81884 3.71633
C 3.43117 1.18104 5.03256
C 2.64200 2.09042 5.70362
C 1.53054 2.66498 5.08546
C 1.24643 2.32794 3.78043
C 2.04142 1.42217 3.07118
C 1.70872 1.15496 1.66164
O 0.94277 1.96422 1.04879
N 2.24953 0.06249 1.10382
N 1.83384 -0.02013 -0.17190
C 2.10987 -0.96154 -0.98366
C 1.49198 -0.82515 -2.31214
C 1.62283 -1.77023 -3.31211
C 0.96933 -1.55692 -4.51873
C 0.21006 -0.41360 -4.68798
C 0.12995 0.49421 -3.64179
N 0.75794 0.29246 -2.49149
H 3.53941 -0.31328 2.25741
H 4.28687 0.71769 5.50491
H 2.88382 2.34875 6.72683
H 0.89659 3.35461 5.62566
H 0.38498 2.74129 3.27145
H 2.73310 -1.80907 -0.71716
H 2.21836 -2.65658 -3.14261
H 1.05150 -2.28401 -5.31555
H -0.32074 -0.21785 -5.60785
H -0.45535 1.40078 -3.71067
F -1.50581 0.43815 -0.25000
P -2.51254 1.58240 -0.82470
F -2.21873 2.46896 0.49097
F -1.11652 2.30559 -1.52130
F -3.36517 2.78186 -1.44775
F -2.66160 0.74442 -2.18697
F -3.77264 0.89239 -0.16661
C 3.36836 4.60786 0.90705
N 2.00184 4.94735 0.57895
C 1.10898 5.43811 1.62746
C -0.27416 5.40261 0.95636
N 0.00716 4.66830 -0.26806
C 1.29718 4.38602 -0.41226
S 1.94463 3.46675 -1.69718
H 3.85945 5.47737 1.34304
H 3.89159 4.31326 0.00252
H 3.39621 3.78426 1.62746
H 1.39760 6.44063 1.94233
H 1.17165 4.77127 2.49070
H -0.64039 6.40407 0.72541
H -1.02045 4.88196 1.55397
H -0.69514 4.24736 -0.85664
```


No. 3
A structure of composition C17H18F3N2RhS2 at a distorted geometry. Source: OMol25; level of theory: ωB97M-V/def2-TZVPD.

The total charge is 0. The energy above the lowest of the compared OMol25 structures with the same formula, charge and spin comes out at 2.0408 eV. Its orbital gap (alpha / beta) is 6.489 / 6.491 eV. The value obtained for the highest occupied orbital energy (alpha / beta) is -7.98 / -7.98 eV.

XYZ file:
```
43
C17H18F3N2RhS2 | OMol25 | ωB97M-V/def2-TZVPD
Rh 1.08514 -1.08988 -0.29849
C -1.58416 -1.45308 -1.85689
N -1.30456 -0.68178 -0.64139
C -1.67616 0.73052 -0.78669
C -0.57486 1.71852 -0.35659
N 0.71224 1.37842 -0.95029
C 0.77064 1.68552 -2.37879
C 1.84424 1.94942 -0.27089
C 1.80414 3.17452 0.37321
C 2.92494 3.66712 1.02481
C 4.09644 2.93062 1.04911
C 4.16314 1.71412 0.39931
C 3.04524 1.21832 -0.26339
S 3.12574 -0.31038 -1.11159
C -1.89636 -1.27368 0.53751
C -3.20176 -1.74878 0.52071
C -3.77566 -2.33038 1.63781
C -3.03506 -2.46428 2.80111
C -1.74406 -1.98418 2.84531
C -1.16316 -1.37708 1.73061
S 0.45114 -0.73138 1.93421
H -2.63406 -1.39778 -2.16509
H -1.32866 -2.49558 -1.68909
H -0.97306 -1.07188 -2.67409
H -2.56656 0.94562 -0.18439
H -1.91886 0.92072 -1.83439
H -0.46576 1.69752 0.73091
H -0.91196 2.72432 -0.65449
H 0.70474 2.76902 -2.55569
H -0.04726 1.19652 -2.90639
H 1.70824 1.31292 -2.79379
H 0.89744 3.75962 0.38761
H 2.87944 4.62982 1.51011
H 4.95884 3.29892 1.58101
H 5.06954 1.12672 0.41101
H -3.79126 -1.65908 -0.37769
H -4.79316 -2.69258 1.59641
H -3.46066 -2.93438 3.67441
H -1.14616 -2.08838 3.73931
F -0.19536 -3.86618 0.08791
C 0.95274 -3.27768 -0.39179
F 1.02374 -3.71598 -1.68959
F 1.97084 -3.90458 0.25901
```


No. 4
A structure of composition C17H18F7IN2O2PbS2 at a distorted geometry. Source: OMol25; level of theory: ωB97M-V/def2-TZVPD.

The total charge is +2. Its orbital gap is 1.864 eV. The value obtained for the highest occupied orbital energy is -13.00 eV.

XYZ file:
```
50
C17H18F7IN2O2PbS2 | OMol25 | ωB97M-V/def2-TZVPD
C 0.67900 3.61706 4.30576
C 0.25130 3.19829 2.76827
C -1.32798 2.75887 2.74331
C -1.74309 1.59151 3.81695
C -0.59987 0.42821 4.04603
C -0.67134 -0.69244 2.85152
C 0.80226 -0.96697 2.11033
C 0.55938 -2.22051 1.08208
C 1.11977 -1.99076 -0.44139
C 0.70736 -0.71114 -1.42649
I -0.62691 0.88246 -0.73186
C 1.32128 -0.61669 -2.95103
S 1.01958 0.75827 -4.18654
O 1.35316 2.12699 -3.50887
O 2.07151 0.61190 -5.35314
C -0.72613 0.85677 -4.85802
F -1.56399 1.70061 -3.94965
F -0.63444 1.64211 -6.14556
C -1.40269 -0.58251 -5.25606
F -2.12009 -0.35460 -6.56614
F -0.39092 -1.65963 -5.56632
C -2.56400 -1.10772 -4.20799
F -3.06418 -2.41185 -4.78419
F -3.77969 -0.21814 -4.17911
F -2.03644 -1.43494 -2.86336
C 2.34605 -1.83881 -3.45436
C 2.78994 -3.11822 -2.52989
N 3.71714 -4.26666 -2.87162
S 3.72156 -5.25907 -1.42395
N 2.69194 -4.40095 -0.26761
C 2.16961 -3.16042 -1.01288
H 1.35409 4.59198 4.31845
H 1.30610 2.76478 4.83270
H -0.30592 3.77120 4.95018
H 0.37763 4.14095 2.08649
H 0.90321 2.32711 2.31660
H -1.73348 2.44792 1.67556
H -1.94978 3.73212 3.03941
H -2.00012 2.15095 4.83943
H -2.78919 1.14741 3.45222
H 0.48194 0.83403 4.23135
H -0.91099 -0.13566 5.05111
H -0.94540 -1.73941 3.35478
H -1.51533 -0.49130 2.04340
H 1.57370 -1.29531 2.95917
H 1.19011 0.01948 1.61219
H 1.12028 -3.15885 1.55507
H -0.58144 -2.48729 1.04594
H 2.82416 -1.78711 -4.54515
Pb -2.46865 0.00598 5.99288
```


No. 5
An isolated molecule of C17H18FN3O3S at a distorted geometry. Source: OMol25; level of theory: ωB97M-V/def2-TZVPD.

The total charge is 0. Its SMILES is O=C(Nc1ccc(F)cc1)c1ccccc1NS(=O)(=O)N1CCCC1. The energy above the lowest of the compared OMol25 structures with the same formula, charge and spin comes out at 13.8411 eV. Its orbital gap is 7.543 eV. The value obtained for the highest occupied orbital energy is -8.39 eV.

XYZ file:
```
43
C17H18FN3O3S | OMol25 | ωB97M-V/def2-TZVPD
O -2.30058 -2.89066 1.15320
C -1.44485 -2.21623 0.40492
N -1.76205 -0.93659 -0.22074
C -3.07212 -0.35406 -0.17043
C -4.25016 -1.00113 0.31110
C -5.48980 -0.15683 0.52829
C -5.52514 1.05149 0.05048
F -6.67427 2.01090 -0.20524
C -4.32648 1.71844 -0.84564
C -3.20356 0.96681 -0.83061
C -0.24470 -2.62858 0.26339
C 0.11882 -4.00135 -0.37643
C 1.33819 -4.26347 -0.67072
C 2.52784 -3.23274 -0.56216
C 2.15642 -2.07116 0.22371
C 0.84450 -1.74979 0.34979
N 0.58045 -0.41121 1.25001
S 0.83986 0.96507 0.18483
O 0.28263 0.60245 -1.01230
O 0.22111 2.08693 0.60755
N 2.58247 0.99137 0.03601
C 3.06975 1.43183 1.21806
C 2.99713 3.06792 0.97689
C 3.36111 3.07793 -0.76289
C 2.97530 1.62126 -1.11175
H -1.20470 -0.58075 -0.86216
H -4.23499 -1.70993 0.95987
H -6.31086 -0.62536 0.82911
H -4.39721 2.87599 -1.15494
H -2.21228 1.27921 -1.20336
H -0.84554 -4.54205 -0.59563
H 1.42505 -5.09877 -0.96464
H 3.51368 -3.69661 -0.59761
H 2.87595 -1.31008 0.42488
H -0.17041 -0.41115 1.65380
H 4.10738 1.39111 1.34137
H 2.43820 1.40176 2.34888
H 2.11887 3.47751 1.11725
H 3.81898 3.77133 1.39721
H 4.48469 3.32114 -0.78810
H 2.80568 3.74177 -1.18499
H 3.92113 1.34707 -1.45423
H 2.26448 1.68926 -2.05606
```